{"formula": "C4H7NS", "method": "wB97M-V/def2-TZVPD", "e_lumo_ev": 0.59, "energy_ev": -16582.744, "de_lowest_kcal_mol": 96.56, "molar_mass_g_mol": 101.17, "multiplicity": 1, "homo_ev": -7.662, "elements": ["C", "C", "C", "C", "N", "S", "H", "H", "H", "H", "H", "H", "H"], "xyz": [[0.40593, 0.81327, 0.13848], [-0.68835, 1.23141, -0.55805], [-1.71846, 1.56592, -1.27109], [0.18540, -1.56193, 0.01116], [0.95155, -0.40785, 0.46066], [2.34965, -0.82191, 1.45252], [1.07013, 1.56945, 0.55394], [-1.91975, 1.36997, -2.28640], [2.13114, -0.09961, 2.68089], [-2.43306, 1.99187, -0.54523], [0.12401, -1.44557, -1.18159], [0.49582, -2.56412, 0.29992], [-0.95399, -1.64089, 0.24479]], "lowdin_charge": [-0.217, -0.100, -0.016, -0.194, -0.582, 0.738, 0.097, 0.041, -0.103, 0.066, 0.121, 0.048, 0.100]}

{"formula": "C31H35ClN2Si2Yb", "method": "wB97M-V/def2-TZVPD", "e_lumo_ev": [-2.41, -3.10], "energy_ev": -95496.379, "de_lowest_kcal_mol": 0.00, "charge": 1, "molar_mass_g_mol": 700.30, "multiplicity": 2, "homo_ev": [-9.229, -10.057], "elements": ["C", "C", "C", "H", "C", "C", "H", "H", "H", "H", "Yb", "Si", "C", "C", "H", "C", "H", "C", "H", "C", "H", "C", "H", "C", "C", "H", "C", "H", "C", "H", "C", "H", "C", "H", "H", "Si", "C", "C", "H", "C", "H", "C", "H", "C", "H", "C", "H", "C", "C", "H", "C", "H", "C", "H", "C", "H", "C", "H", "H", "Cl", "N", "C", "C", "N", "H", "H", "H", "H", "H", "H", "H", "H"], "xyz": [[-1.42018, -0.18966, 0.38623], [-2.15891, -0.10513, -0.82778], [-1.74020, -1.16629, -1.66014], [-2.93011, 0.62937, -1.05180], [-0.72954, -1.89554, -0.98409], [-0.54270, -1.29971, 0.29288], [0.07352, -1.69789, 1.09716], [-1.62025, 0.38258, 1.29156], [-2.11507, -1.38362, -2.65268], [-0.23554, -2.79490, -1.34276], [0.13313, 0.28932, -1.47406], [3.32320, 2.05423, -4.32273], [1.55871, 2.68307, -4.41544], [1.40913, 4.01698, -4.80380], [2.28495, 4.58166, -5.14105], [0.16075, 4.65271, -4.76990], [0.09594, 5.68348, -5.11594], [-0.97582, 3.97449, -4.33545], [-1.93411, 4.49864, -4.32093], [-0.85616, 2.65013, -3.93021], [-1.75417, 2.13643, -3.57335], [0.37785, 2.00021, -4.02975], [0.34389, 0.88739, -3.92433], [-0.68932, -1.43820, -4.97097], [-2.02871, -1.70645, -5.33359], [-2.63425, -0.95427, -5.85330], [-2.58548, -2.95125, -4.98051], [-3.65485, -3.12051, -5.10709], [-1.77633, -3.98937, -4.48478], [-2.17923, -4.99073, -4.31998], [-0.46574, -3.70719, -4.06993], [0.17988, -4.47940, -3.64718], [0.01188, -2.40357, -4.19616], [1.00824, -2.12837, -3.82615], [3.21812, 0.57355, -4.61727], [0.54529, -0.37908, -5.89606], [1.17596, -1.49100, -7.22523], [0.47377, -1.40740, -8.44319], [-0.00895, -0.46646, -8.72263], [0.33245, -2.55219, -9.23185], [-0.27872, -2.48819, -10.12459], [0.99242, -3.73090, -8.85741], [0.83420, -4.63181, -9.44676], [1.85667, -3.73254, -7.75461], [2.43394, -4.62524, -7.50824], [1.97692, -2.60933, -6.92907], [2.60523, -2.60333, -6.03757], [0.32990, 1.15708, -6.94888], [-0.99860, 1.51469, -7.22129], [-1.80242, 0.88687, -6.82251], [-1.28704, 2.62105, -8.02871], [-2.33287, 2.84579, -8.25098], [-0.23659, 3.39400, -8.53859], [-0.47290, 4.27142, -9.13978], [1.09403, 3.02304, -8.29931], [1.90532, 3.62398, -8.71456], [1.38251, 1.88826, -7.53135], [2.41696, 1.57849, -7.37547], [4.54900, 2.47413, -4.93356], [3.67354, 2.48950, -2.31631], [0.74199, 1.89684, 0.26562], [2.19578, 1.84651, 0.65287], [2.68285, 0.41614, 0.66433], [2.42240, -0.23659, -0.67187], [0.50758, 2.88734, 0.10946], [0.19316, 1.61808, 1.08804], [2.77353, 2.44032, -0.06884], [2.36681, 2.29858, 1.64298], [3.75472, 0.40185, 0.89003], [2.16639, -0.16433, 1.44472], [3.21398, -0.01927, -1.30005], [2.46357, -1.24348, -0.52020]], "lowdin_charge": [-0.232, -0.214, -0.230, 0.107, -0.230, -0.216, 0.106, 0.107, 0.086, 0.098, 1.259, 0.333, -0.398, -0.106, 0.113, -0.049, 0.116, -0.061, 0.118, -0.089, 0.112, -0.221, 0.013, -0.298, -0.083, 0.100, -0.069, 0.110, -0.052, 0.113, -0.074, 0.115, -0.173, 0.090, -0.047, 0.814, -0.294, -0.082, 0.099, -0.066, 0.105, -0.074, 0.105, -0.080, 0.104, -0.100, 0.098, -0.333, -0.111, 0.092, -0.071, 0.109, -0.077, 0.106, -0.074, 0.109, -0.101, 0.106, -0.056, 0.335, -0.058, -0.262, -0.233, -0.068, 0.105, 0.076, 0.024, 0.125, 0.121, 0.115, 0.054, 0.086]}

{"formula": "C5H5ClN2O3", "method": "wB97M-V/def2-TZVPD", "e_lumo_ev": -0.49, "energy_ev": -26907.526, "de_lowest_kcal_mol": 0.00, "molar_mass_g_mol": 176.56, "multiplicity": 1, "homo_ev": -10.046, "elements": ["C", "C", "C", "C", "C", "N", "N", "O", "O", "O", "Cl", "H", "H", "H", "H", "H"], "xyz": [[0.70861, -0.74488, 0.53453], [1.66372, 1.16779, -0.60762], [1.78848, -0.13065, 0.04372], [-0.67192, 1.20136, -0.37718], [-0.66467, -0.14254, 0.37700], [0.56828, 1.77152, -0.76130], [-1.39606, -1.20309, -0.45915], [-1.29964, -1.14254, -1.65479], [-1.96749, -2.05401, 0.18063], [-1.33332, -0.03132, 1.57981], [3.36605, -0.78838, 0.22038], [0.76240, -1.67338, 1.08470], [2.56439, 1.66001, -0.94733], [-1.24622, 1.08786, -1.30604], [-1.19417, 1.93524, 0.24519], [-1.64844, -0.91298, 1.84746]], "lowdin_charge": [-0.009, -0.169, -0.637, -0.114, -0.406, 0.074, -0.337, 0.117, 0.096, 0.052, 0.712, 0.128, 0.107, 0.134, 0.140, 0.113]}